Below is C4H6N2Se in the gas phase, with properties calculated with the ωB97M-V functional and the def2-TZVPD basis.

Structure (XYZ):
```
13
Properties=species:S:1:pos:R:3
H -1.02 -2.09 -0.17
C 1.23 0.31 -0.63
N 0.20 -0.42 -0.31
H -1.61 3.02 1.45
C -0.19 -1.74 -0.78
N -0.75 0.08 0.55
C -1.07 2.19 1.86
H 0.66 -2.42 -0.69
C -0.78 1.16 1.13
H -0.49 -1.69 -1.83
H 3.27 0.80 -1.77
Se 2.45 -0.40 -1.83
H -0.73 2.26 2.88
```

Calculated values
LUMO energy: 0.792 eV
relative energy (zero: lowest compared OMol25 entry of this formula, charge and spin): 85.8 kcal/mol
strongest force on any atom: 0.0271 Eh/bohr
charge: 0
HOMO: -8.406 eV

Here are the natural (NBO) charges for atoms 1 to 5, given in e: H 0.24; C -0.14; N -0.28; H 0.24; C -0.44